One molecule with the formula C5H8N2 in a non-equilibrium geometry, computed with ωB97M-V/def2-TZVPD.

Atoms and positions in Å:
C1 2.256 -0.126 1.420
N1 1.366 -0.366 0.308
C2 0.153 -0.058 0.429
C3 -0.876 -0.382 -0.640
C4 -2.018 0.666 -0.681
C5 -0.223 -0.615 -1.938
N2 0.322 -0.739 -2.949
H1 3.086 0.487 1.062
H2 2.675 -1.084 1.748
H3 1.777 0.366 2.282
H4 -0.280 0.395 1.338
H5 -1.296 -1.346 -0.331
H6 -2.158 1.101 -1.670
H7 -1.824 1.495 0.009
H8 -2.960 0.205 -0.386

Forces on the atoms, in the same order (eV/Å):
0.151 0.064 0.106
-0.483 0.066 0.088
0.246 -0.226 0.010
0.009 -0.019 0.045
-0.074 0.051 -0.033
0.493 0.210 -0.697
-0.618 0.024 0.845
-0.025 -0.042 0.129
-0.057 0.162 -0.077
0.039 -0.050 -0.156
0.166 -0.047 -0.072
-0.051 0.053 -0.072
0.115 -0.119 0.012
0.054 -0.193 -0.103
0.034 0.063 -0.025

Values from the calculation:
Energy = -8293.811 eV
SMILES = C/N=C/[C@@H](C)C#N
Gap between HOMO and LUMO = 11.007 eV
2S+1 = 1

---

C5H8N2 as an isolated structure, computed with ωB97M-V/def2-TZVPD.

Atoms and positions in Å:
C1 0.104 2.116 -1.603
C2 -1.801 -1.773 0.889
C3 -1.277 -0.503 0.655
C4 0.081 -0.897 0.674
N1 1.168 -0.127 0.960
C5 0.126 -2.337 0.487
N2 -1.110 -2.796 0.368
H1 0.097 2.793 -0.743
H2 1.115 1.731 -1.761
H3 -0.218 2.667 -2.489
H4 -1.654 0.453 0.992
H5 1.899 -0.512 1.538
H6 1.036 0.869 1.044
H7 1.011 -2.963 0.412
H8 -0.578 1.280 -1.424

Forces on the atoms, in the same order (eV/Å):
-0.007 -0.014 -0.008
-0.152 0.076 -0.153
0.097 0.006 0.189
0.030 0.093 0.000
-0.043 0.022 0.106
0.100 -0.109 -0.077
0.132 0.062 0.161
0.001 -0.099 -0.121
-0.144 0.064 0.027
0.050 -0.088 0.138
0.036 -0.148 -0.074
-0.086 0.023 -0.117
0.004 -0.142 -0.035
-0.128 0.108 -0.001
0.112 0.146 -0.034

Values from the calculation:
Energy = -8290.781 eV
Gap between HOMO and LUMO (spin up / spin down) = 7.734 / 7.717 eV
2S+1 = 1

---

One molecule with the formula C5H8N2, computed with ωB97M-V/def2-TZVPD.

Atoms and positions in Å:
C1 -1.309 -1.129 -1.523
N1 -0.660 -0.230 -0.599
C2 -1.244 0.280 0.523
C3 -0.263 0.743 1.363
C4 0.987 0.490 0.726
N2 2.258 0.735 1.284
C5 0.709 -0.107 -0.480
H1 -2.321 -0.778 -1.741
H2 -0.744 -1.164 -2.457
H3 -1.367 -2.144 -1.110
H4 -2.320 0.254 0.639
H5 -0.413 1.210 2.329
H6 2.324 1.648 1.716
H7 2.999 0.642 0.601
H8 1.365 -0.450 -1.270

Forces on the atoms, in the same order (eV/Å):
-0.085 -0.062 -0.138
0.023 0.029 0.158
-0.059 -0.064 -0.049
0.088 0.030 0.043
-0.153 -0.056 -0.064
0.054 0.141 -0.093
0.074 -0.046 0.039
0.135 -0.030 0.031
-0.092 0.029 0.106
-0.001 0.114 -0.091
0.165 0.019 0.011
0.020 -0.057 -0.158
-0.021 -0.079 -0.033
-0.072 0.016 0.089
-0.075 0.016 0.148

Values from the calculation:
Energy = -8294.515 eV
SMILES = Cn1ccc(N)c1
Gap between HOMO and LUMO = 8.557 eV
2S+1 = 1

---

One molecule with the formula C5H8N2 in a non-equilibrium geometry, computed with ωB97M-V/def2-TZVPD.

Atoms and positions in Å:
C1 2.426 0.346 0.083
N1 0.928 -0.134 -0.297
C2 0.437 -1.305 0.202
C3 -0.899 -1.137 0.406
C4 -1.240 0.181 -0.051
N2 -2.504 0.764 0.081
C5 -0.098 0.760 -0.527
H1 2.184 -0.095 -0.973
H2 2.343 1.407 0.371
H3 2.691 -0.189 1.015
H4 1.092 -2.151 0.382
H5 -1.566 -1.850 0.867
H6 -3.252 0.103 -0.065
H7 -2.632 1.577 -0.505
H8 0.089 1.722 -0.991

Forces on the atoms, in the same order (eV/Å):
-2.521 -0.733 -0.738
-0.547 0.242 1.304
-0.064 0.233 0.379
-0.322 -0.022 -0.002
-0.027 -0.165 0.102
-0.250 -0.014 -0.181
-0.134 0.121 0.518
3.936 0.923 0.434
0.154 -0.441 -0.922
0.152 -0.220 -1.122
-0.146 0.273 0.158
-0.080 -0.044 -0.207
-0.060 0.079 -0.050
-0.042 -0.072 0.048
-0.047 -0.159 0.278

Values from the calculation:
Energy = -8291.473 eV
SMILES = Cn1ccc(N)c1
Gap between HOMO and LUMO = 8.623 eV
2S+1 = 1

---

C5H8N2 as an isolated structure, computed with ωB97M-V/def2-TZVPD.

Atoms and positions in Å:
C1 -1.072 -0.037 1.726
N1 -0.419 -1.250 0.456
C2 -1.258 -0.310 -0.173
C3 -0.516 0.552 -0.987
C4 0.823 0.172 -0.810
N2 1.941 0.773 -1.377
C5 0.833 -0.907 0.089
H1 -2.096 0.327 1.833
H2 -0.868 -0.756 2.519
H3 -0.356 0.783 1.710
H4 -2.320 -0.520 -0.234
H5 -0.898 1.361 -1.596
H6 1.766 1.222 -2.265
H7 2.753 0.174 -1.425
H8 1.694 -1.435 0.483

Forces on the atoms, in the same order (eV/Å):
-0.074 0.203 0.445
0.061 -0.016 -0.221
-0.090 -0.030 -0.141
0.033 -0.006 0.077
-0.197 -0.101 0.067
0.041 -0.053 -0.110
0.148 0.012 -0.036
0.096 -0.069 -0.057
-0.017 0.141 -0.180
-0.051 -0.160 -0.040
0.194 0.070 0.030
0.062 -0.132 0.066
0.020 -0.037 0.110
-0.098 0.088 0.027
-0.129 0.089 -0.038

Values from the calculation:
Energy = -8292.099 eV
Gap between HOMO and LUMO = 9.135 eV
2S+1 = 1

---

One molecule with the formula C5H8N2, computed with ωB97M-V/def2-TZVPD.

Atoms and positions in Å:
C1 -0.224 1.769 -2.525
C2 0.335 0.548 -1.829
C3 -0.446 0.142 -0.877
N1 -1.298 -0.137 -0.035
C4 -0.796 -0.455 1.231
N2 0.365 -0.955 1.293
C5 0.815 -1.513 2.536
H1 -1.238 1.534 -2.872
H2 -0.293 2.641 -1.868
H3 0.396 1.999 -3.384
H4 1.089 -0.110 -2.249
H5 -1.512 -0.372 2.051
H6 1.648 -0.918 2.922
H7 0.023 -1.580 3.295
H8 1.195 -2.518 2.326

Forces on the atoms, in the same order (eV/Å):
0.085 0.309 -0.280
-0.545 -0.129 -0.063
-0.208 -0.270 0.138
0.332 -0.281 -0.420
0.270 -0.225 0.249
-0.443 0.061 0.126
0.127 -0.081 0.294
0.253 0.239 -0.119
0.154 -0.075 -0.136
-0.017 0.257 -0.090
-0.196 0.153 0.026
0.133 -0.021 0.039
-0.057 -0.097 0.040
0.139 0.035 0.018
-0.029 0.125 0.179

Values from the calculation:
Energy = -8292.353 eV
SMILES = CC=C=N/C=N/C
Gap between HOMO and LUMO = 9.426 eV
2S+1 = 1

---

One molecule with the formula C5H8N2 in a non-equilibrium geometry, computed with ωB97M-V/def2-TZVPD.

Atoms and positions in Å:
C1 1.218 1.332 -0.346
C2 0.868 0.054 -0.179
C3 1.717 -0.994 0.480
C4 -0.353 -0.415 -0.779
N1 -1.036 -1.402 -1.325
N2 -1.535 -0.023 -1.266
C5 -2.214 0.339 0.385
H1 2.171 1.701 0.005
H2 0.564 2.036 -0.839
H3 1.181 -1.439 1.319
H4 1.947 -1.797 -0.221
H5 2.649 -0.564 0.842
H6 -1.870 -0.343 1.164
H7 -3.253 0.122 0.152
H8 -2.053 1.394 0.609

Forces on the atoms, in the same order (eV/Å):
-0.298 -0.238 0.125
0.528 -0.051 -0.051
0.007 0.026 0.049
0.036 -3.505 -2.754
2.856 0.327 2.186
-2.602 4.024 3.426
-0.899 -0.550 -2.790
0.059 -0.023 0.059
-0.079 -0.021 -0.078
0.052 -0.007 -0.005
-0.024 0.005 -0.002
0.003 -0.005 0.021
0.401 -0.025 -0.361
-0.156 0.217 0.379
0.118 -0.175 -0.204

Values from the calculation:
Energy = -8289.814 eV
SMILES = C=C(C)C1=NN1C
Gap between HOMO and LUMO (spin up / spin down) = 8.274 / 8.275 eV
2S+1 = 1

---

One molecule with the formula C5H8N2 in a non-equilibrium geometry, computed with ωB97M-V/def2-TZVPD.

Atoms and positions in Å:
N1 1.751 2.020 0.742
C1 1.150 1.092 0.136
C2 -0.508 1.036 -0.073
C3 -0.191 -0.429 -0.226
C4 -0.784 -1.477 0.611
N2 -0.969 -1.456 -0.850
C5 1.305 -0.260 -0.464
H1 0.763 2.334 0.800
H2 -0.830 1.528 -1.007
H3 -1.285 1.291 0.691
H4 -1.628 -1.219 1.249
H5 -0.154 -2.281 0.980
H6 -1.889 -1.096 -1.085
H7 1.528 -0.169 -1.531
H8 1.982 -0.966 0.017

Forces on the atoms, in the same order (eV/Å):
-1.424 -0.594 -0.386
-1.817 -0.068 -0.373
0.689 -0.388 -0.248
0.015 -0.581 -0.257
-0.053 -0.251 0.292
-0.392 -0.297 -0.292
0.105 -0.316 -0.114
1.409 2.829 1.621
0.387 -0.228 0.109
1.064 -0.017 -0.150
0.139 -0.005 -0.115
-0.121 0.031 -0.061
-0.021 -0.096 0.006
0.012 -0.136 0.032
0.007 0.116 -0.064

Values from the calculation:
Energy = -8291.266 eV
SMILES = N=C1CC2(CN2)C1
Gap between HOMO and LUMO = 10.452 eV
2S+1 = 1

---

One molecule with the formula C5H8N2 in a non-equilibrium geometry, computed with ωB97M-V/def2-TZVPD.

Atoms and positions in Å:
C1 -0.927 1.164 -0.223
C2 -0.185 -0.157 -0.199
C3 1.256 -0.062 -0.692
C4 1.980 0.597 0.403
N1 2.386 1.096 1.365
C5 -0.434 -1.181 0.838
N2 -0.907 -1.375 -0.538
H1 -0.238 2.006 -0.099
H2 -1.428 1.287 -1.191
H3 -1.678 1.236 0.569
H4 1.342 0.518 -1.618
H5 1.673 -1.058 -0.871
H6 -1.147 -0.967 1.630
H7 0.377 -1.847 1.126
H8 -1.902 -1.164 -0.590

Forces on the atoms, in the same order (eV/Å):
-0.057 0.056 0.014
0.015 0.156 0.090
-0.006 -0.054 -0.044
0.400 0.439 0.878
-0.204 -0.447 -1.059
0.037 -0.031 0.292
-0.163 -0.044 -0.206
-0.101 -0.143 0.062
0.074 0.011 0.110
0.062 -0.101 -0.123
-0.010 -0.070 0.171
-0.088 0.150 0.055
0.017 0.009 -0.168
-0.127 0.138 -0.004
0.151 -0.070 -0.067

Values from the calculation:
Energy = -8293.637 eV
SMILES = C[C@@]1(CC#N)CN1
Gap between HOMO and LUMO = 10.814 eV
2S+1 = 1

---

One molecule with the formula C5H8N2 in a non-equilibrium geometry, computed with ωB97M-V/def2-TZVPD.

Atoms and positions in Å:
C1 1.257 -0.279 1.019
N1 0.758 0.434 -0.154
C2 0.081 1.596 0.280
C3 -1.238 1.479 0.024
C4 -1.444 0.166 -0.551
C5 -0.222 -0.403 -0.713
N2 0.167 -1.613 -1.305
H1 1.779 -1.191 0.704
H2 2.032 0.363 1.482
H3 0.291 -0.542 1.531
H4 0.632 2.385 0.776
H5 -1.982 2.253 0.169
H6 -2.373 -0.262 -0.881
H7 0.861 -2.166 -0.820
H8 -0.598 -2.218 -1.561

Forces on the atoms, in the same order (eV/Å):
0.499 -0.145 -0.071
-0.288 -0.077 -0.387
-0.131 0.113 -0.152
0.093 0.012 -0.079
0.013 0.104 -0.618
-0.193 -0.003 -0.134
-0.135 0.101 0.053
-0.122 0.101 0.163
-0.845 -0.467 0.459
1.439 0.167 0.781
-0.058 -0.175 -0.109
0.054 -0.236 0.069
-0.191 0.023 -0.062
0.059 0.303 0.072
-0.194 0.177 0.017

Values from the calculation:
Energy = -8293.719 eV
SMILES = Cn1cccc1N
Gap between HOMO and LUMO = 8.670 eV
2S+1 = 1

---

The records above give, respectively, energy above the lowest of the compared OMol25 structures with the same formula, charge and spin values of 1.1854; 4.2152; 0.4810; 3.5234; 2.8975; 2.6431; 5.1823; 3.7305; 1.3597; 1.2776 eV.